# 1
A cluster of 6 separate species, C38H80F6N4O8 in total, computed with ωB97M-V/def2-TZVPD.

F_max: 3.65 eV/A
orbital gap: 0.1300 hartree
charge: 0
LUMO level: -0.04327 Ha
relative energy (zero: lowest compared OMol25 entry of this formula, charge and spin): 94.7 kJ/mol

Cartesian coordinates (Å):
N (2.887, -6.476, -17.410)
O (3.062, -5.231, -17.535)
O (2.689, -6.952, -16.262)
O (2.971, -7.228, -18.405)
C (4.329, -0.007, -10.901)
C (3.945, 0.434, -12.306)
C (3.170, -0.532, -13.155)
C (3.928, -1.789, -13.560)
N (3.154, -2.683, -14.489)
C (1.662, -2.906, -14.133)
C (1.409, -4.386, -14.430)
C (2.584, -4.966, -13.711)
C (3.692, -4.099, -14.331)
C (3.297, -2.245, -15.960)
C (4.703, -2.083, -16.420)
C (4.785, -2.437, -17.918)
H (3.456, -0.251, -10.282)
H (4.771, 0.826, -10.355)
H (4.907, -0.929, -10.828)
H (4.899, 0.703, -12.780)
H (3.462, 1.408, -12.216)
H (2.876, 0.012, -14.065)
H (2.166, -0.698, -12.753)
H (4.159, -2.364, -12.664)
H (4.874, -1.445, -13.975)
H (1.101, -2.201, -14.746)
H (1.601, -2.647, -13.080)
H (1.440, -4.536, -15.512)
H (0.430, -4.750, -14.116)
H (2.759, -6.033, -13.823)
H (2.666, -4.725, -12.647)
H (3.859, -4.417, -15.365)
H (4.697, -4.196, -13.923)
H (2.706, -1.328, -15.974)
H (2.732, -3.067, -16.406)
H (5.542, -2.649, -16.011)
H (5.007, -1.043, -16.257)
H (4.008, -1.976, -18.530)
H (4.698, -3.527, -17.937)
H (5.743, -2.255, -18.405)
C (2.409, -6.281, -22.811)
C (1.189, -5.414, -22.538)
C (1.305, -4.650, -21.225)
C (0.082, -3.764, -21.116)
N (-0.029, -3.056, -19.793)
C (-1.293, -2.236, -19.601)
C (-0.883, -0.801, -19.316)
C (0.494, -0.696, -19.946)
C (1.145, -2.045, -19.615)
C (0.104, -4.017, -18.608)
C (-0.964, -5.108, -18.555)
C (-0.576, -6.219, -17.603)
H (2.519, -7.018, -22.019)
H (3.328, -5.730, -23.010)
H (2.271, -6.857, -23.730)
H (0.332, -6.086, -22.660)
H (1.027, -4.758, -23.404)
H (2.292, -4.194, -21.156)
H (1.321, -5.462, -20.491)
H (-0.780, -4.426, -21.150)
H (0.125, -2.998, -21.888)
H (-1.925, -2.673, -18.831)
H (-1.969, -2.247, -20.459)
H (-0.896, -0.631, -18.235)
H (-1.645, -0.082, -19.620)
H (0.934, 0.265, -19.682)
H (0.500, -0.698, -21.040)
H (1.404, -2.085, -18.561)
H (1.930, -2.267, -20.327)
H (0.051, -3.446, -17.681)
H (1.124, -4.382, -18.737)
H (-1.132, -5.633, -19.499)
H (-1.932, -4.718, -18.232)
H (-1.149, -7.138, -17.754)
H (-0.670, -6.015, -16.537)
H (0.438, -6.603, -17.762)
C (0.796, -8.402, -20.500)
C (0.476, -9.202, -19.210)
N (1.218, -10.502, -19.100)
C (0.807, -11.175, -17.818)
C (0.827, -11.423, -20.291)
C (-0.665, -11.373, -20.618)
C (2.714, -10.327, -19.122)
C (3.577, -11.614, -19.057)
O (3.524, -12.161, -17.769)
C (3.766, -13.554, -17.704)
H (0.363, -8.917, -21.359)
H (1.878, -8.350, -20.578)
H (0.356, -7.409, -20.473)
H (-0.593, -9.335, -19.083)
H (0.855, -8.580, -18.399)
H (-0.281, -11.106, -17.797)
H (1.146, -10.563, -16.988)
H (1.132, -12.207, -17.804)
H (1.060, -12.377, -19.823)
H (1.499, -11.285, -21.132)
H (-0.983, -10.390, -20.959)
H (-1.332, -11.774, -19.860)
H (-0.803, -11.991, -21.510)
H (2.989, -9.747, -18.240)
H (3.040, -9.815, -20.025)
H (4.597, -11.263, -19.244)
H (3.286, -12.274, -19.880)
H (2.787, -14.012, -17.912)
H (4.083, -13.794, -16.691)
H (4.480, -14.046, -18.370)
C (8.497, -11.022, -17.933)
O (7.499, -9.959, -18.068)
O (9.698, -10.510, -18.125)
C (8.228, -11.806, -16.619)
F (9.209, -12.766, -16.469)
F (8.187, -11.140, -15.463)
F (7.103, -12.545, -16.754)
C (6.290, -10.270, -18.745)
C (5.782, -8.895, -19.119)
H (4.802, -8.940, -19.612)
H (5.643, -8.299, -18.216)
H (6.526, -8.381, -19.726)
H (5.505, -10.775, -18.170)
H (6.497, -10.784, -19.693)
H (8.287, -11.752, -18.735)
C (-0.541, -9.106, -15.041)
O (0.348, -9.837, -14.184)
O (-1.192, -9.975, -15.814)
C (-1.316, -8.030, -14.288)
F (-2.083, -8.479, -13.281)
F (-0.433, -7.173, -13.694)
F (-2.106, -7.334, -15.113)
C (1.716, -9.476, -14.224)
C (2.318, -9.993, -12.935)
H (1.912, -10.968, -12.665)
H (3.398, -10.155, -13.007)
H (2.188, -9.320, -12.086)
H (1.926, -8.405, -14.285)
H (2.181, -9.921, -15.110)
H (0.062, -8.475, -15.734)

# 2
The molecule C5H6O3, computed with ωB97M-V/def2-TZVPD.

F_max: 5.96 eV/A
orbital gap: 0.3664 hartree
charge: 0
LUMO level: 0.00317 Ha
SMILES: O=C[C@@H]1C[C@@H](O)C1=O
relative energy (zero: lowest compared OMol25 entry of this formula, charge and spin): 308.9 kJ/mol

Cartesian coordinates (Å):
O (-1.308, 2.095, -0.594)
C (-1.625, 0.928, -0.704)
C (-1.093, -0.096, 0.309)
C (0.123, 0.677, 1.174)
C (1.179, -0.007, 0.278)
O (2.152, -0.987, 0.857)
C (0.092, -0.799, -0.355)
O (0.096, -1.744, -1.082)
H (-2.222, 0.357, -1.673)
H (-1.616, -0.781, 1.045)
H (0.035, 1.651, 1.442)
H (0.278, 0.018, 2.039)
H (1.501, 0.746, -0.432)
H (2.454, -1.119, -0.084)

# 3
A structure of composition C2H6N2S2, computed with ωB97M-V/def2-TZVPD.

F_max: 4.44 eV/A
orbital gap: 0.3279 hartree
charge: 0
LUMO level: 0.02662 Ha
relative energy (zero: lowest compared OMol25 entry of this formula, charge and spin): 187.7 kJ/mol

Cartesian coordinates (Å):
C (1.061, 1.352, -0.471)
C (-0.100, -0.697, -0.186)
H (1.753, 0.916, -1.181)
H (0.809, 2.394, -0.817)
H (1.677, 1.322, 0.406)
H (-1.444, 1.670, 1.421)
H (0.771, -1.170, -0.867)
H (-1.421, -3.418, 1.345)
N (-0.152, 0.614, -0.399)
N (-0.886, -1.449, 0.460)
S (-1.477, 1.520, 0.073)
S (-0.593, -3.053, 0.217)

# 4
The ion C5H6N with charge +1, computed with ωB97M-V/def2-TZVPD.

F_max: 4.11 eV/A
orbital gap (spin up / spin down): 0.3277 / 0.3276 hartree
charge: +1
LUMO level (spin up / spin down): -0.20605 / -0.20604 Ha
SMILES: C=CC1=C2C[N@H+]12
relative energy (zero: lowest compared OMol25 entry of this formula, charge and spin): 573.8 kJ/mol

Cartesian coordinates (Å):
C (-2.412, -0.239, -0.066)
C (-1.392, 0.626, 0.085)
C (0.017, 0.305, 0.171)
C (1.210, 0.894, 0.318)
C (2.222, 0.050, -0.254)
N (1.097, -0.737, 0.213)
H (-3.380, 0.207, -0.494)
H (-2.489, -1.252, 0.154)
H (-1.327, 1.726, -0.100)
H (2.293, -0.038, -1.280)
H (3.088, -0.211, 0.220)
H (1.075, -1.331, 1.034)